# 1
Formula: C2H8N3
Source: the Open Molecules 2025 dataset
Level of theory: ωB97M-V with the def2-TZVPD basis set

```
! wB97M-V def2-TZVPD RIJCOSX def2/J DEFGRID3
* xyz 1 1
C 0.880 1.282 -1.074
N 0.928 0.010 -0.541
H 1.634 1.324 -1.944
H 1.324 1.912 -0.350
H -0.201 1.332 -1.273
H -1.135 -2.167 0.616
H 0.415 -2.514 -0.191
C 0.032 -1.840 0.547
H -2.034 0.360 0.779
N 0.142 -0.506 0.172
N -1.496 1.178 0.486
H -0.945 1.513 1.227
H 0.457 -1.883 1.546
*
```

Calculated values
- max |F| (eV/Å) = 4.39
- relative energy (zero: lowest compared OMol25 entry of this formula, charge and spin) (eV) = 7.088
- total energy (hartree) = -244.80711
- LUMO (alpha / beta) (eV) = -5.61 / -7.05
- HOMO (alpha / beta) (eV) = -15.37 / -15.72

Table of Mulliken atomic charges, one value per atom, all in e: -0.625 -0.059 0.267 0.293 0.475 0.262 0.351 -0.677 0.258 0.269 -0.447 0.282 0.351

=====

# 2
Formula: C13H24B2BrN2O4
Source: the Open Molecules 2025 dataset
Level of theory: ωB97M-V with the def2-TZVPD basis set

```
! wB97M-V def2-TZVPD RIJCOSX def2/J DEFGRID3
* xyz 1 1
H 5.102 -1.905 1.087
Br 2.355 1.305 -4.004
O -1.922 3.079 -0.722
H 5.485 0.448 1.714
H -0.085 2.320 -2.761
H -2.561 -2.220 -1.008
H -3.595 -2.170 0.921
H 1.703 -3.258 1.515
O 3.265 -1.044 1.494
H -3.276 0.051 0.159
H -5.283 1.357 0.481
H -1.546 3.634 -0.029
C 0.653 2.509 -1.988
C -3.313 1.001 -0.365
H -4.006 2.346 1.190
B -1.941 1.740 -0.436
N 0.581 1.427 -0.996
H -0.960 -1.519 -1.218
H 4.541 0.985 0.336
H -3.629 0.766 -1.386
H 6.066 0.153 0.062
H -2.852 -2.156 2.528
C -0.510 1.042 -0.290
O 2.823 3.382 -2.282
N -0.129 -0.004 0.465
C -1.423 -2.142 0.858
H -0.445 -0.878 2.294
C -1.531 -2.264 -0.670
H -1.853 -0.141 1.635
C 1.197 -0.301 0.252
B 2.123 -1.440 0.861
H -1.127 -3.225 -0.973
H 4.217 -1.393 -0.348
C -2.757 -2.530 1.512
H -0.693 -2.864 1.204
H -2.830 -3.613 1.508
C 4.458 -1.129 0.685
O 1.827 -2.764 0.699
C 1.630 0.615 -0.677
C 5.190 0.192 0.702
H 0.428 3.463 -1.533
C -1.003 -0.754 1.368
C 2.030 2.596 -2.615
C -4.382 1.921 0.263
H -4.643 2.725 -0.413
H 2.623 0.656 -1.081
*
```

Calculated values
- SMILES = CCOB(O)c1cn(CC(=O)Br)c(B(O)CC)[n+]1CC(C)C
- max |F| (eV/Å) = 1.42
- relative energy (zero: lowest compared OMol25 entry of this formula, charge and spin) (eV) = 0.000
- total energy (hartree) = -3543.85761
- LUMO (eV) = -3.82
- HOMO (eV) = -13.26

Table of Mulliken atomic charges, one value per atom, all in e: 0.440 -0.086 -0.430 0.304 0.526 0.407 0.340 0.326 -0.512 -0.091 0.395 0.342 -0.241 0.117 0.338 0.213 0.413 0.311 0.224 0.339 0.378 0.368 0.086 -0.406 0.337 1.176 0.330 -1.564 0.752 -0.112 0.588 0.345 0.284 -1.560 0.468 0.420 -0.296 -0.481 -0.424 -1.082 0.344 -2.145 0.034 -1.350 0.330 0.504

=====

# 3
Formula: C2H5N3O2S
Source: the Open Molecules 2025 dataset
Level of theory: ωB97M-V with the def2-TZVPD basis set

```
! wB97M-V def2-TZVPD RIJCOSX def2/J DEFGRID3
* xyz 0 1
H 0.769 2.493 -0.701
S 1.003 -1.943 0.734
H -2.535 1.658 0.549
O 1.643 2.074 -0.709
N 1.317 0.755 -0.496
N -0.818 1.425 -0.408
O -1.481 -1.314 0.319
H 2.077 0.247 -0.006
C -0.214 -0.968 0.279
N -2.195 1.076 -0.225
C 0.038 0.460 -0.210
H -2.684 1.373 -1.056
H -2.046 -0.508 0.088
*
```

Calculated values
- SMILES = N/N=C(/NO)C(O)=S
- max |F| (eV/Å) = 1.74
- relative energy (zero: lowest compared OMol25 entry of this formula, charge and spin) (eV) = 3.043
- total energy (hartree) = -792.05340
- LUMO (eV) = -0.38
- HOMO (eV) = -9.10

Table of Mulliken atomic charges, one value per atom, all in e: 0.416 -0.365 0.239 -0.428 -0.086 -0.608 -0.538 0.253 0.369 -0.630 0.516 0.237 0.626

=====

# 4
Formula: C5H8NOS
Source: the Open Molecules 2025 dataset
Level of theory: ωB97M-V with the def2-TZVPD basis set

```
! wB97M-V def2-TZVPD RIJCOSX def2/J DEFGRID3
* xyz 1 1
O -0.876 -0.184 -1.683
H -2.328 -1.845 0.187
H 1.222 2.101 -1.204
H 2.195 0.896 2.006
C 2.212 1.953 1.790
N 0.577 1.014 0.343
C -0.593 -0.826 -0.679
C 0.268 2.073 -0.550
H -1.595 -2.476 -1.331
H 0.425 -0.831 1.292
H 0.361 2.951 0.039
C 0.095 -0.172 0.455
S 2.229 3.440 1.566
C -1.400 -2.029 -0.350
H -0.714 1.899 -0.905
H -0.734 -2.695 0.239
*
```

Calculated values
- max |F| (eV/Å) = 4.52
- relative energy (zero: lowest compared OMol25 entry of this formula, charge and spin) (eV) = 4.473
- total energy (hartree) = -723.09099
- LUMO (eV) = -6.14
- HOMO (eV) = -13.33

Table of Mulliken atomic charges, one value per atom, all in e: -0.516 0.299 0.385 0.411 0.441 -0.235 0.886 -0.823 0.317 0.231 0.180 -0.209 -0.065 -1.102 0.424 0.376

=====

# 5
Formula: C44H65HoN3O6
Source: the Open Molecules 2025 dataset
Level of theory: ωB97M-V with the def2-TZVPD basis set

```
! wB97M-V def2-TZVPD RIJCOSX def2/J DEFGRID3
* xyz -1 5
C -4.234 3.530 -2.352
C 1.132 0.192 -1.797
C 4.034 -2.150 -0.701
H -5.166 -3.316 0.431
C 4.631 -2.242 1.753
H -2.053 1.939 2.802
H -0.675 2.322 4.155
H 1.520 0.484 3.460
H -5.726 -0.735 -2.393
C -1.326 -5.246 0.934
H -3.476 -1.766 -2.648
H 4.745 5.128 -0.619
H 3.375 -2.530 -1.479
C 2.041 -1.107 -5.224
H -1.032 -2.184 3.179
C -1.554 1.099 2.305
C 3.872 -4.287 0.521
C 0.799 5.517 1.324
C 1.765 -1.186 1.437
C 1.034 -0.507 -3.083
C -2.788 2.989 -2.343
C -0.063 3.814 2.728
H -0.385 -6.739 3.031
C 0.128 -2.335 -4.333
O 0.189 0.190 -0.924
Ho 1.478 2.028 0.224
C -1.755 4.081 -2.214
C -1.804 -4.482 3.241
H -4.317 -3.277 -2.062
C -4.646 -2.370 0.546
H 5.669 2.907 -0.669
H -1.603 2.102 -3.937
H 5.687 -2.375 1.427
C 0.097 -1.500 -3.226
H 2.659 0.577 -3.985
C -5.841 -1.120 -1.372
N -0.053 1.318 2.452
H -1.452 -4.082 4.229
H -4.538 3.889 -1.394
C -3.570 0.755 -1.414
C 2.169 4.674 3.098
H 3.005 5.183 2.564
C 1.958 -0.251 -4.141
H 4.304 1.537 0.575
H 1.111 -2.756 -6.251
H -4.335 4.411 -3.032
C -2.992 -0.075 0.728
H -2.050 4.890 -2.902
C -2.708 1.853 -1.318
C 1.322 -3.531 1.252
C -0.143 -2.249 2.569
H 4.466 -1.189 2.007
C 1.086 -2.145 -5.347
H 2.805 -0.927 -6.031
C 2.710 4.655 -1.376
H -0.073 -0.071 4.036
H -2.756 -2.731 -1.367
C 0.224 -5.865 2.751
C -4.510 -1.531 -0.742
O -0.711 2.583 -0.140
H -0.816 3.698 1.904
C 0.118 2.437 3.399
O 2.183 0.942 -1.637
H 1.106 2.409 3.832
H 0.770 -5.585 3.629
C -3.702 -0.275 -0.478
C -0.672 -4.761 2.228
C -2.111 0.956 0.890
H -0.672 -1.656 -2.444
H 4.128 3.081 1.122
O 2.341 5.749 -1.833
H 0.236 5.188 0.444
H 2.578 3.768 3.609
H 1.750 5.969 0.960
H -2.095 -4.593 0.545
H 3.199 -4.694 -0.238
H -3.178 -0.768 1.536
H -0.618 -5.345 0.120
H 5.051 -2.409 -0.967
H 4.717 4.549 -2.202
H 0.905 -6.195 1.985
H -5.165 -1.801 1.325
H -3.663 -2.651 0.960
H 1.585 -4.531 0.883
H 4.503 -2.816 2.691
C -1.783 1.857 -0.172
H -2.573 -3.821 2.803
C 2.210 -2.505 1.057
H 0.250 6.304 1.893
H -1.795 0.188 2.826
H 3.660 -4.802 1.462
H -6.351 -0.371 -0.789
H 4.376 2.267 -1.679
C 0.534 0.116 3.148
H -0.554 -3.190 -4.367
C -3.739 -2.365 -1.763
H -3.267 1.491 -3.933
C -2.636 2.379 -3.744
H 4.874 -4.584 0.154
C 0.654 -1.124 2.337
H -4.175 0.747 -2.317
N 3.858 2.457 0.363
H -1.761 -6.260 1.117
H -2.915 3.128 -4.502
H -5.005 2.800 -2.666
C 3.668 -2.743 0.640
C 0.171 -3.486 2.016
O 1.859 3.733 -1.031
H -2.346 -5.421 3.451
H -6.499 -1.993 -1.529
H 3.901 -1.062 -0.715
H 1.747 5.362 3.864
H -1.673 4.536 -1.205
H -0.717 3.782 -2.458
N 1.142 4.296 2.077
O 2.341 -0.077 1.053
C 4.231 4.403 -1.229
C 4.588 2.958 -0.861
H -0.433 4.547 3.494
*
```

Calculated values
- max |F| (eV/Å) = 2.94
- expectation value of S² = 6.003
- total energy (hartree) = -3279.68860
- LUMO (alpha / beta) (eV) = 2.07 / 2.07
- HOMO (alpha / beta) (eV) = -4.04 / -4.05

Here are the Mulliken charges for atoms 1 to 99, given in e: -1.777 0.831 -1.643 0.400 -1.710 0.815 0.385 0.436 0.336 -1.385 0.305 0.307 0.323 -0.561 0.390 -2.089 -2.153 -0.957 1.621 0.072 2.508 -0.839 0.491 -0.582 -0.374 0.850 -1.837 -1.910 0.476 -1.835 0.497 0.282 0.428 -0.348 0.343 -2.007 1.112 0.311 0.406 -0.065 -1.149 0.327 -0.190 0.214 0.373 0.454 -0.374 0.486 -1.196 0.254 -0.282 0.176 -0.463 0.316 0.340 0.486 0.022 -1.987 2.695 -0.162 0.176 -1.275 -0.493 0.541 0.361 -0.838 2.512 1.383 0.256 0.263 -0.728 0.049 0.282 0.387 0.064 0.417 0.355 0.288 0.591 0.296 0.380 0.439 -0.049 0.180 0.349 0.819 0.239 -0.824 0.292 -0.116 0.407 0.396 0.178 -2.601 0.391 -1.428 0.250 -1.732 0.380

=====

# 6
Formula: C23H46BrF3N2O5PS2
Source: the Open Molecules 2025 dataset
Level of theory: ωB97M-V with the def2-TZVPD basis set

```
! wB97M-V def2-TZVPD RIJCOSX def2/J DEFGRID3
* xyz 1 3
H 0.080 1.548 5.333
H -1.648 0.108 -0.219
N -2.596 4.079 4.009
S 0.457 -4.590 -5.050
H 1.358 -0.403 -4.009
C -3.342 2.473 2.277
C -2.926 4.267 6.453
C -3.896 1.985 4.573
C 5.082 -3.679 -2.199
O 1.787 -7.620 -2.494
H 0.138 0.567 -4.835
C -0.235 0.386 -2.707
H -0.189 1.583 1.038
H 5.883 -5.449 -4.982
C 4.585 -4.335 -3.540
O -0.240 -5.323 -6.038
H -4.307 1.105 4.078
F -0.514 -3.488 -2.858
H 6.153 -3.468 -2.225
H -3.846 4.813 6.233
P 1.719 -7.623 -4.129
H 1.241 0.852 0.350
O 0.624 -3.238 -5.430
S 2.306 -5.567 -4.686
H -2.366 0.645 -2.128
H -1.157 6.146 6.350
H -3.191 3.237 6.678
H 6.534 -5.230 -3.381
C -0.879 2.069 5.275
O 1.773 1.375 -2.401
H -3.482 1.420 2.028
H -4.725 2.675 4.740
C -0.657 -4.598 -3.534
C -0.156 -0.667 -1.597
H -2.685 2.886 1.513
H 4.872 -4.416 -1.407
H -0.697 6.124 4.662
H -0.790 -1.517 -1.841
H -3.540 1.630 5.538
H 5.302 -6.463 -3.621
C -2.795 2.633 3.699
O -1.897 4.602 3.045
C -0.671 3.558 5.545
H -0.772 2.096 3.127
C 0.218 2.209 -0.988
H 0.930 3.799 0.300
H 2.574 -3.981 -2.889
H -1.500 1.632 6.062
C -1.504 1.833 3.898
H 4.574 -3.526 -4.284
H 2.233 2.876 -0.419
C 1.242 3.288 -0.612
N 0.499 1.630 -2.334
C -1.920 4.413 5.296
C -0.576 -0.108 -0.234
C 0.295 -0.160 -4.036
F -0.374 -5.615 -2.722
C 3.167 -4.849 -3.230
F -1.882 -4.727 -3.928
C -1.508 5.889 5.350
H -0.330 3.696 6.573
C -1.730 0.649 -3.011
H -2.516 4.678 7.376
H 3.223 -5.534 -2.371
H -1.265 3.554 -0.121
H 1.700 -8.540 -2.182
H 0.148 3.906 4.906
H -4.311 2.967 2.185
H 1.333 4.038 -1.399
C 0.213 1.151 0.119
C -1.119 2.970 -1.030
H -2.351 6.543 5.117
H -1.704 0.765 3.773
H -0.228 -1.076 -4.311
H 0.865 -1.061 -1.519
C 5.602 -5.447 -3.920
H -0.417 -0.868 0.535
H -1.141 3.666 -1.871
H 4.488 -2.767 -2.041
H -1.989 2.321 -1.108
H -2.131 -0.133 -3.657
H -1.866 1.597 -3.534
Br 3.365 -8.869 -4.973
*
```

Calculated values
- max |F| (eV/Å) = 3.62
- expectation value of S² = 2.008
- total energy (hartree) = -5400.57784
- LUMO (alpha / beta) (eV) = -5.30 / -5.30
- HOMO (alpha / beta) (eV) = -9.93 / -10.69

Table of Mulliken atomic charges, one value per atom, all in e: 0.399 0.220 0.418 0.925 0.348 -1.517 -1.691 -2.071 -1.501 -0.407 0.483 1.936 -0.558 0.293 0.461 -0.520 0.493 -0.174 0.420 0.372 0.486 0.551 -0.456 0.069 0.346 0.432 0.283 0.381 -0.773 -0.606 0.401 0.383 0.707 -0.965 0.058 0.388 0.357 0.250 0.350 0.277 1.885 -0.577 -1.245 -0.178 1.744 0.396 0.294 0.379 -0.739 0.364 0.400 -1.763 0.419 1.616 -0.595 -1.728 -0.210 -0.635 -0.170 -1.838 0.416 -1.978 0.466 0.551 0.428 0.364 0.382 0.487 0.444 -0.328 -1.846 0.454 0.463 0.277 0.225 -1.188 0.488 0.400 0.378 0.309 0.488 0.376 -0.122

=====

# 7
Formula: C32H85CrN7O10
Source: the Open Molecules 2025 dataset
Level of theory: ωB97M-V with the def2-TZVPD basis set

```
! wB97M-V def2-TZVPD RIJCOSX def2/J DEFGRID3
* xyz 0 5
C -1.412 4.064 2.106
H -3.238 3.810 0.983
H 3.924 -1.896 -1.769
H -2.412 -1.726 -4.098
C 0.278 -1.365 -1.439
C 2.460 3.134 4.122
H 1.466 2.540 -3.173
H -0.300 -0.281 -3.289
H 0.692 2.274 -0.705
H -1.839 -2.762 1.321
C -3.394 -1.469 -3.684
H 4.191 -0.567 -0.691
H -3.378 -2.336 2.043
H 1.290 -1.288 4.180
N 0.769 2.212 0.313
H -2.883 -1.596 -1.602
O 2.905 4.369 -4.676
H 1.798 2.863 4.947
H 0.826 0.498 -2.341
C 3.047 2.551 -0.558
C 4.594 -1.538 -0.987
C -0.713 -0.458 3.761
H 4.894 -3.001 1.947
O -4.395 -3.239 -4.902
C -1.683 0.393 4.602
C 4.908 -2.089 1.337
O 0.515 -1.187 -0.064
H 0.027 -1.667 5.379
H 4.108 2.627 -0.310
H 2.743 -3.508 0.252
O 4.525 -2.487 0.061
H -4.307 -0.247 1.672
H 2.563 -2.372 2.380
H -2.524 1.788 2.272
H -1.758 3.557 0.077
H -3.297 -3.162 -2.304
C 2.776 2.663 1.849
C 4.075 -0.959 1.965
C -3.455 1.376 0.481
H -0.124 1.905 -4.807
H 2.127 -6.838 -1.088
H -0.701 4.181 4.712
H 2.462 -6.348 0.635
H -1.941 -0.221 5.467
N -0.120 3.691 -2.641
H -3.327 1.983 5.621
H 4.715 3.565 -4.930
H 2.357 0.886 0.672
H 2.178 -1.266 1.235
C -0.108 -0.094 -2.219
C -0.796 -5.774 -2.337
C -3.556 -2.096 -2.301
C 3.911 3.490 -4.204
C 0.261 2.914 -4.937
H -3.137 0.458 -4.246
H 3.492 3.074 4.485
N -2.308 1.904 1.283
H -4.387 1.859 0.798
H 5.648 -0.186 3.290
H -0.688 -4.438 0.052
H 0.521 0.851 2.816
H -1.159 1.325 4.846
H 5.611 -1.471 -1.377
H 0.712 -0.109 5.372
H 2.150 5.007 -2.837
C 2.375 -6.025 -0.404
O -0.657 -6.232 -1.013
H -2.279 4.738 5.257
H 0.108 -5.395 -2.815
Cr -0.805 0.521 0.447
H 2.251 4.179 3.866
C 0.922 3.374 -3.624
H 0.745 3.193 0.605
O -2.174 3.945 3.310
H 2.600 3.477 -0.933
H 4.268 3.784 -3.212
H 0.995 2.867 -5.751
C -3.810 1.324 4.901
N -0.140 0.137 2.522
H -6.438 -3.687 -5.147
H -5.512 -3.223 -6.577
C -4.525 -1.872 -4.617
H -1.332 5.125 1.849
C -0.059 -5.319 -0.132
H 0.499 -0.584 2.172
O -2.905 0.726 3.965
C 1.366 -4.876 -0.468
C 2.220 1.967 0.579
H -2.672 0.152 -2.733
H 3.373 -5.674 -0.676
C 4.613 -0.533 3.325
C -2.245 3.356 1.037
H -3.246 -2.873 0.313
H 3.522 2.469 -4.154
H 3.850 2.457 1.883
H -3.248 1.620 -0.559
H 4.485 -1.315 4.077
C -2.798 -2.281 1.114
H -4.317 -0.517 -0.053
H -4.357 0.503 5.364
C 0.407 -0.909 4.685
H -1.361 5.688 4.112
H 3.020 1.937 -1.467
H 1.193 -1.742 -1.923
C -1.635 4.659 4.383
H -0.534 2.798 -2.371
H -4.555 -2.088 -1.858
N 2.687 -1.404 2.109
H 4.053 -0.060 1.348
H -5.433 -4.862 -5.745
H -0.458 3.570 2.321
H -0.510 -2.121 -1.589
C -5.455 -3.779 -5.638
H 1.410 -4.400 -1.458
H 0.017 -5.801 0.847
O -2.535 -0.922 0.862
C 1.828 4.590 -3.799
N 1.819 -3.865 0.493
H 1.237 5.387 -4.262
H -0.866 4.253 -3.034
H -0.464 3.646 -5.294
H -4.463 1.960 4.304
N -3.431 -0.029 -3.398
C -3.710 -0.111 0.764
H 5.984 -1.850 1.456
H -1.295 -1.306 3.384
H 3.991 0.285 3.699
H -1.236 -6.615 -2.872
O -1.078 0.757 -1.649
H 1.260 -3.016 0.336
H -5.472 -1.692 -4.088
H -1.534 -4.963 -2.424
H 2.639 3.745 1.710
H -4.576 -1.267 -5.535
O 2.198 2.253 3.061
*
```

Calculated values
- max |F| (eV/Å) = 2.07
- relative energy (zero: lowest compared OMol25 entry of this formula, charge and spin) (eV) = 1.331
- expectation value of S² = 6.010
- total energy (hartree) = -3450.26350
- LUMO (alpha / beta) (eV) = 0.33 / 0.33
- HOMO (alpha / beta) (eV) = -6.12 / -7.76

Here are the Mulliken charges for atoms 1 to 99, given in e: -0.255 0.804 0.210 0.213 -0.532 -1.095 -0.933 0.516 -0.717 0.142 0.853 0.013 0.395 0.156 0.750 -0.673 -0.413 0.299 -0.242 -2.336 -0.451 0.629 0.315 -0.253 -1.258 -0.967 0.032 0.509 0.561 0.107 -0.292 0.481 0.548 -0.652 0.160 0.344 -1.515 1.459 -1.363 0.276 0.388 0.199 0.369 0.499 -0.394 0.342 0.298 -0.167 -1.197 -0.024 -0.299 -0.741 -0.481 -1.586 0.329 0.243 1.239 0.615 0.412 -0.022 -0.759 0.340 0.325 0.315 0.334 -1.796 -0.422 0.266 0.266 0.932 0.349 2.216 0.287 -0.368 0.508 0.199 0.370 -1.065 1.312 0.322 0.310 -0.936 0.682 -0.302 -0.174 -0.247 0.850 1.168 -0.245 0.405 -1.912 -0.961 0.185 0.196 0.496 0.441 0.424 -1.200 0.486

=====

> What is the formula in the sixth record?

C23H46BrF3N2O5PS2

=====

> The lowest total energy belongs to which entry?

C23H46BrF3N2O5PS2